C10H14BClMoN6 as an isolated structure in a non-equilibrium geometry, computed with the ωB97M-V functional and the def2-TZVPD basis.

Frontier orbital gap (spin up / spin down) in eV: 7.34 / 8.20
Total charge: +2
Multiplicity: 3
HOMO energy (spin up / spin down) in eV: -15.999 / -16.704

Last column: Löwdin spin population.
Positions of all 33 atoms, in Å:
H -0.264 2.850 2.654  0.00
N -0.182 1.673 0.877  0.02
B 0.569 0.678 -1.347  0.00
N 0.375 1.870 -0.378  0.00
C 0.805 3.129 -0.455  0.01
Mo -0.665 -0.692 1.369  1.69
H 1.252 3.481 -1.373  0.00
C 0.580 3.772 0.770  0.00
H 0.814 4.799 1.003  0.00
C 0.000 2.846 1.609  0.00
H 0.984 1.032 -2.412  0.00
C -0.962 -2.555 1.971  0.02
H -1.417 -2.338 2.956  0.01
H -0.128 -3.250 2.081  0.01
H -1.736 -2.981 1.313  0.01
N -0.842 0.023 -1.483  0.02
N 1.482 -0.399 -0.698  0.02
N -1.550 -0.459 -0.354  0.03
N 1.089 -1.004 0.508  0.01
C -1.624 -0.103 -2.556  0.01
C 2.648 -0.933 -1.085  0.03
H -1.287 0.247 -3.517  0.00
H 3.112 -0.587 -2.000  0.00
C -2.833 -0.687 -2.186  0.00
C 3.051 -1.889 -0.142  0.01
C -2.768 -0.924 -0.820  0.01
C 2.066 -1.916 0.839  0.02
H -3.658 -0.897 -2.840  0.00
H 3.953 -2.478 -0.162  0.00
H -3.462 -1.396 -0.143  0.00
H 1.949 -2.516 1.727  0.00
H -1.182 1.413 0.817  0.01
Cl -0.171 0.192 3.457  0.03

=====

C42H42Cl5N4O8PS2SiTi as an isolated structure in a non-equilibrium geometry, computed with the ωB97M-V functional and the def2-TZVPD basis.

Frontier orbital gap (spin up / spin down) in eV: 3.72 / 5.77
Total charge: -2
Multiplicity: 3
HOMO energy (spin up / spin down) in eV: -0.341 / -2.401

Last column: Löwdin spin population.
Positions of all 106 atoms, in Å:
Ti -0.773 -0.411 -0.501  0.88
O -0.877 -6.406 3.197  0.00
C -0.408 -5.133 3.675  0.00
C -0.803 -4.072 2.707  0.02
C -1.121 -2.821 3.150  0.00
C -1.291 -1.796 2.229  0.02
N -1.208 -1.990 0.906  0.01
C -1.028 -3.252 0.488  0.02
C -0.794 -4.295 1.330  0.00
C -1.114 -3.422 -0.989  0.01
C -1.281 -4.653 -1.587  0.00
C -1.484 -4.726 -2.952  0.00
C -1.601 -6.038 -3.664  0.00
O -0.325 -6.497 -4.127  0.00
C -1.530 -3.551 -3.664  0.00
C -1.334 -2.362 -2.998  0.00
N -1.109 -2.307 -1.684  0.01
H -0.726 -7.050 3.892  0.00
H 0.679 -5.132 3.754  0.00
H -0.812 -4.892 4.658  0.00
H -1.163 -2.576 4.209  0.00
H -1.461 -0.786 2.551  0.00
H -0.569 -5.279 0.934  0.00
H -1.271 -5.551 -0.983  0.00
H -2.294 -5.936 -4.495  0.00
H -1.978 -6.808 -2.998  0.00
H 0.195 -5.730 -4.390  0.00
H -1.711 -3.557 -4.733  0.00
H -1.348 -1.412 -3.516  0.00
O -1.056 2.664 1.985  0.09
C -0.802 1.990 1.015  0.06
O -1.124 0.667 0.921  0.00
C -0.141 2.463 -0.195  0.19
C 0.196 3.794 -0.357  0.01
C 0.724 4.233 -1.545  0.19
C 0.903 3.289 -2.623  0.02
C 1.396 3.655 -3.879  0.05
C 1.575 2.726 -4.902  0.05
C 1.244 1.396 -4.665  0.04
C 0.732 1.010 -3.438  0.06
C 0.553 1.926 -2.389  0.01
N 0.048 1.508 -1.183  0.19
H 0.013 4.456 0.481  0.00
H 0.993 5.273 -1.696  0.01
H 1.653 4.700 -4.041  0.00
H 1.971 3.034 -5.867  0.00
H 1.398 0.649 -5.434  0.00
H 0.485 -0.026 -3.265  0.00
Cl 3.298 0.256 -0.617  0.00
Si 1.762 -1.183 -0.524  0.02
Cl 2.045 -2.127 -2.508  0.00
Cl 2.669 -2.767 0.573  0.00
C 2.188 3.022 4.430  0.00
C 1.251 2.110 5.187  0.00
C 0.697 2.727 6.457  0.00
O 1.998 0.911 5.546  0.00
P 1.412 -0.511 5.011  0.00
S -0.254 -0.966 5.973  0.00
S 1.438 -0.459 3.053  0.00
O 2.560 -1.475 5.622  0.00
C 4.000 -1.325 5.579  0.00
C 4.566 -0.679 4.317  0.00
C 4.432 -0.584 6.836  0.00
H 1.651 3.916 4.092  0.00
H 2.579 2.500 3.552  0.00
H 3.025 3.326 5.073  0.00
H 0.427 1.846 4.526  0.00
H 1.517 3.040 7.116  0.00
H 0.080 1.995 6.980  0.00
H 0.083 3.602 6.211  0.00
H 4.365 -2.349 5.630  0.00
H 4.218 0.353 4.220  0.00
H 4.255 -1.212 3.417  0.00
H 5.662 -0.684 4.383  0.00
H 4.088 0.453 6.785  0.00
H 5.525 -0.600 6.927  0.00
H 3.991 -1.050 7.721  0.00
Cl -3.479 2.636 -6.751  0.00
C -2.166 1.524 -7.042  0.00
C -1.128 2.023 -7.806  0.00
C -0.097 1.212 -8.239  0.00
C -0.125 -0.128 -7.901  0.00
C -1.138 -0.612 -7.108  0.00
Cl -1.106 -2.316 -6.705  0.00
C -2.189 0.182 -6.601  0.00
N -3.124 -0.429 -5.780  0.00
C -4.246 0.103 -5.058  0.00
C -5.490 -0.443 -5.370  0.00
C -6.634 -0.042 -4.703  0.00
C -6.533 0.931 -3.717  0.00
C -5.290 1.454 -3.390  0.00
C -4.118 1.041 -4.030  0.00
C -2.786 1.582 -3.521  0.00
C -2.675 1.243 -2.036  0.01
O -3.101 2.053 -1.240  0.00
O -2.217 0.035 -1.736  0.01
H -1.155 3.072 -8.071  0.00
H 0.715 1.618 -8.830  0.00
H 0.648 -0.808 -8.234  0.00
H -3.083 -1.428 -5.808  0.00
H -5.549 -1.188 -6.159  0.00
H -7.593 -0.483 -4.953  0.00
H -7.417 1.267 -3.188  0.00
H -5.194 2.177 -2.587  0.00
H -2.758 2.668 -3.577  0.00
H -1.948 1.177 -4.078  0.00

=====

A 2-piece molecular cluster, C2H8NO3 overall in a non-equilibrium geometry, computed with the ωB97M-V functional and the def2-TZVPD basis.

Frontier orbital gap in eV: 11.63
Total charge: +1
Multiplicity: 1
HOMO energy in eV: -15.290

Last column: natural (NBO) charge in e.
Positions of all 14 atoms, in Å:
O -0.478 0.802 -0.764  -0.61
C -0.184 -0.012 0.072  0.78
O 0.742 -0.916 0.054  -0.64
C -0.977 -0.017 1.372  -0.37
N -2.193 0.762 1.165  -0.66
H 1.321 -0.810 -0.754  0.54
H -1.103 -1.006 1.809  0.27
H -0.342 0.418 2.145  0.26
H -2.598 1.121 2.010  0.45
H -2.056 1.511 0.467  0.48
H -2.882 0.207 0.653  0.45
H 3.067 0.304 -1.474  0.50
H 3.067 -0.994 -2.357  0.51
O 2.766 -0.598 -1.521  -0.96

=====

C46H47AsN4PS4SiTa as an isolated structure, computed with the ωB97M-V functional and the def2-TZVPD basis.

Frontier orbital gap in eV: 5.08
Multiplicity: 1
HOMO energy in eV: -6.189

Last column: Mulliken charge in e.
Positions of all 105 atoms, in Å:
Ta 0.101 -0.254 1.027  1.56
C -1.988 1.894 2.440  -1.49
N -1.366 1.597 1.112  0.52
C -2.486 1.381 0.147  -1.23
C -0.632 2.779 0.662  0.01
C -1.121 4.064 0.852  -0.39
C -0.362 5.159 0.479  -1.19
C 0.893 4.953 -0.063  -1.15
C 1.369 3.674 -0.288  -0.64
C 0.590 2.554 0.032  0.37
N 0.962 1.203 -0.140  1.17
C 2.081 0.905 -0.948  0.64
C 2.545 1.667 -2.022  -0.87
C 3.749 1.351 -2.630  -1.19
C 4.497 0.271 -2.194  -1.10
C 3.978 -0.570 -1.223  -0.70
C 2.754 -0.279 -0.648  0.17
N 1.995 -1.271 0.113  0.43
C 1.584 -2.269 -0.930  -1.24
C 2.862 -2.017 1.075  -0.43
H -2.807 2.599 2.306  0.56
H -1.245 2.314 3.110  0.53
H -2.397 0.987 2.873  0.32
H -3.077 2.297 0.083  0.48
H -3.102 0.567 0.512  0.28
H -2.078 1.146 -0.834  0.51
H -2.084 4.215 1.312  0.43
H -0.739 6.158 0.638  0.45
H 1.521 5.797 -0.313  0.46
H 2.366 3.555 -0.673  0.69
H 1.977 2.514 -2.374  0.82
H 4.108 1.965 -3.445  0.44
H 5.457 0.054 -2.640  0.48
H 4.510 -1.466 -0.942  0.48
H 2.476 -2.643 -1.433  0.59
H 0.932 -1.794 -1.662  0.10
H 1.074 -3.103 -0.461  0.52
H 3.557 -2.648 0.521  0.68
H 2.266 -2.666 1.712  -0.57
H 3.418 -1.310 1.676  0.21
N -0.814 0.814 -2.985  0.17
C -2.114 0.575 -3.434  -0.15
C -2.706 1.473 -4.325  -0.53
C -3.995 1.271 -4.776  -0.71
C -4.720 0.161 -4.356  -0.91
C -4.139 -0.724 -3.468  -1.02
C -2.847 -0.527 -2.977  0.41
P -2.083 -1.647 -1.760  2.81
C -3.516 -2.614 -1.160  -0.35
C -4.328 -2.054 -0.176  -0.21
C -5.438 -2.727 0.302  -0.89
C -5.753 -3.984 -0.192  -0.61
C -4.957 -4.553 -1.173  -0.78
C -3.850 -3.873 -1.657  -0.40
C -1.204 -2.851 -2.815  0.06
C -0.754 -4.044 -2.244  -0.53
C 0.013 -4.932 -2.977  -0.70
C 0.357 -4.635 -4.290  -0.66
C -0.082 -3.455 -4.865  -0.66
C -0.864 -2.569 -4.134  -0.53
H -0.306 1.494 -3.529  0.26
H -0.247 0.003 -2.792  -0.25
H -2.137 2.330 -4.668  0.42
H -4.433 1.979 -5.467  0.38
H -5.724 -0.010 -4.715  0.44
H -4.702 -1.582 -3.127  0.47
H -4.092 -1.079 0.229  0.49
H -6.049 -2.273 1.070  0.43
H -6.613 -4.518 0.190  0.38
H -5.194 -5.532 -1.567  0.44
H -3.251 -4.331 -2.432  0.41
H -1.008 -4.282 -1.218  0.63
H 0.346 -5.853 -2.517  0.47
H 0.961 -5.327 -4.862  0.39
H 0.174 -3.220 -5.890  0.44
H -1.219 -1.661 -4.604  0.32
S 1.033 -2.887 5.213  -0.43
As 0.411 -4.302 3.807  0.33
S -0.431 -2.565 1.394  -0.45
S -1.716 -1.206 2.223  -0.36
S 1.989 -5.088 2.669  -0.49
C -0.635 3.371 5.780  -0.56
C 0.217 3.881 4.810  -0.58
C 0.950 3.015 4.011  -0.26
C 0.842 1.633 4.167  0.40
C -0.007 1.134 5.158  -0.13
C -0.740 1.998 5.957  -0.60
Si 1.711 0.406 3.051  0.36
C 3.420 1.040 2.563  0.50
C 3.648 2.172 1.781  0.23
C 4.930 2.579 1.453  -0.83
C 6.023 1.859 1.912  -0.67
C 5.824 0.745 2.711  -0.70
C 4.536 0.343 3.034  -0.51
H -1.206 4.043 6.406  0.40
H 0.312 4.951 4.677  0.43
H 1.605 3.432 3.254  0.20
H -0.102 0.062 5.297  0.28
H -1.392 1.597 6.722  0.43
H 1.942 -0.830 3.825  -0.47
H 2.812 2.752 1.415  0.04
H 5.078 3.460 0.842  0.46
H 7.026 2.170 1.653  0.41
H 6.670 0.187 3.088  0.44
H 4.396 -0.524 3.668  0.49